DFT (ωB97M-V/def2-TZVPD) results for 7 unconnected molecules or ions with the total composition C22H50N2O20S5.

Each atom is followed by the atoms it is bonded to, with distances in Å.
Cartesian coordinates (Å):
1 C -0.5213 5.2447 -0.5498  C2 1.530, H8 1.092, H9 1.091, H10 1.090
2 C -1.6805 4.3904 -1.0663  C1 1.530, N3 1.452, H11 1.104, H12 1.092
3 N -1.9890 4.6351 -2.4642  C2 1.452, C4 1.458, C6 1.447
4 C -3.3712 4.2923 -2.7772  N3 1.458, C5 1.538, H13 1.090, H14 1.090
5 C -3.7032 2.7904 -2.7487  C4 1.538, H15 1.088, H16 1.093, H17 1.091
6 C -1.0005 4.0368 -3.3356  N3 1.447, C7 1.524, H18 1.110, H19 1.094
7 C -1.1901 4.3145 -4.8218  C6 1.524, H20 1.092, H21 1.089, H22 1.088
8 H -0.7056 6.2961 -0.7803  C1 1.092
9 H 0.4235 4.9942 -1.0340  C1 1.091
10 H -0.4144 5.1601 0.5315  C1 1.090
11 H -1.4646 3.3273 -0.8619  C2 1.104
12 H -2.5464 4.6575 -0.4561  C2 1.092
13 H -4.0317 4.8319 -2.0981  C4 1.090
14 H -3.5903 4.6442 -3.7856  C4 1.090
15 H -4.7780 2.6506 -2.8468  C5 1.088
16 H -3.1964 2.3084 -3.5884  C5 1.093
17 H -3.3249 2.3008 -1.8502  C5 1.091
18 H -0.8479 2.9457 -3.2007  C6 1.110
19 H -0.0323 4.4645 -3.0603  C6 1.094
20 H -1.0299 5.3786 -5.0056  C7 1.092
21 H -2.1819 4.0208 -5.1608  C7 1.089
22 H -0.4419 3.7814 -5.4048  C7 1.088
23 C 2.2060 -0.2861 1.7381  C24 1.526, H30 1.088, H31 1.095, H32 1.092
24 C 1.0679 0.4985 1.0922  C23 1.526, N25 1.446, H33 1.104, H34 1.096
25 N -0.0907 -0.3042 0.7674  C24 1.446, C26 1.462, C28 1.448
26 C -1.0876 0.4209 -0.0178  N25 1.462, C27 1.526, H35 1.101, H36 1.091
27 C -1.8994 -0.4827 -0.9416  C26 1.526, H37 1.092, H38 1.091, H39 1.091
28 C -0.6511 -1.0323 1.8861  N25 1.448, C29 1.532, H40 1.093, H41 1.094
29 C -1.2150 -0.2011 3.0423  C28 1.532, H42 1.091, H43 1.094, H44 1.087
30 H 3.1748 0.0452 1.3695  C23 1.088
31 H 2.1516 -1.3471 1.4735  C23 1.095
32 H 2.1909 -0.3193 2.8297  C23 1.092
33 H 0.8438 1.4030 1.6847  C24 1.104
34 H 1.4748 0.9245 0.1676  C24 1.096
35 H -1.7911 0.9171 0.6687  C26 1.101
36 H -0.6076 1.2080 -0.6009  C26 1.091
37 H -1.3192 -0.8344 -1.7968  C27 1.092
38 H -2.2813 -1.3480 -0.3989  C27 1.091
39 H -2.7553 0.0807 -1.3168  C27 1.091
40 H 0.0912 -1.7118 2.3115  C28 1.093
41 H -1.4480 -1.6916 1.5281  C28 1.094
42 H -2.1731 0.2940 2.8759  C29 1.091
43 H -0.5103 0.5957 3.2961  C29 1.094
44 H -1.3288 -0.7749 3.9588  C29 1.087
45 C 0.4247 -3.6971 -0.3527  C46 1.526, O51 1.441, H52 1.092, H53 1.083
46 C 1.2091 -2.7770 -1.2834  C45 1.526, O47 1.420, H54 1.094, H55 1.089
47 O 2.5688 -3.1639 -1.1520  C46 1.420, S48 1.594
48 S 2.8100 -4.1693 0.0612  O47 1.594, O49 1.414, O50 1.414, O51 1.595
49 O 3.7575 -3.6043 0.9458  S48 1.414
50 O 2.9888 -5.4854 -0.4234  S48 1.414
51 O 1.3603 -3.9899 0.7027  C45 1.441, S48 1.595
52 H 0.2225 -4.6518 -0.8428  C45 1.092
53 H -0.4569 -3.2493 0.0881  C45 1.083
54 H 1.0640 -1.7534 -0.9253  C46 1.094
55 H 0.8142 -2.8655 -2.2938  C46 1.089
56 C 1.7648 1.2172 -3.1176  C57 1.545, O62 1.420, H63 1.088, H64 1.092
57 C 1.8321 -0.1057 -3.9139  C56 1.545, O58 1.426, H65 1.085, H66 1.090
58 O 1.5129 0.2683 -5.2528  C57 1.426, S59 1.590
59 S 2.1550 1.6941 -5.5392  O58 1.590, O60 1.406, O61 1.408, O62 1.602
60 O 1.3962 2.4408 -6.4577  S59 1.406
61 O 3.5456 1.5363 -5.6936  S59 1.408
62 O 1.8257 2.2623 -4.0777  C56 1.420, S59 1.602
63 H 2.5470 1.3069 -2.3672  C56 1.088
64 H 0.7837 1.2931 -2.6433  C56 1.092
65 H 1.0838 -0.8199 -3.5852  C57 1.085
66 H 2.8179 -0.5672 -3.8575  C57 1.090
67 C -4.4687 -1.8728 3.0380  C68 1.522, O73 1.420, H74 1.087, H75 1.093
68 C -5.9164 -2.3408 3.0241  C67 1.522, O69 1.441, H76 1.087, H77 1.092
69 O -5.9823 -3.3833 2.0310  C68 1.441, S70 1.582
70 S -4.5400 -3.8569 1.5845  O69 1.582, O71 1.418, O72 1.403, O73 1.589
71 O -4.2721 -3.3405 0.2911  S70 1.418
72 O -4.3508 -5.2220 1.8468  S70 1.403
73 O -3.7367 -3.0365 2.6837  C67 1.420, S70 1.589
74 H -4.2328 -1.4818 4.0246  C67 1.087
75 H -4.2680 -1.0885 2.3031  C67 1.093
76 H -6.6608 -1.5851 2.7873  C68 1.087
77 H -6.1903 -2.7971 3.9778  C68 1.092
78 C 0.8371 -1.2297 7.2273  C79 1.537, O84 1.439, H85 1.089, H86 1.087
79 C 0.1681 -1.9092 6.0214  C78 1.537, O80 1.432, H87 1.084, H88 1.090
80 O -1.2352 -1.6802 6.1954  C79 1.432, S81 1.588
81 S -1.4598 -0.2913 6.9328  O80 1.588, O82 1.408, O83 1.421, O84 1.583
82 O -2.6212 -0.3361 7.7269  S81 1.408
83 O -1.3464 0.7735 5.9989  S81 1.421
84 O -0.1696 -0.4059 7.8427  C78 1.439, S81 1.583
85 H 1.6608 -0.5853 6.9232  C78 1.089
86 H 1.2125 -1.9019 7.9945  C78 1.087
87 H 0.3087 -2.9837 5.9937  C79 1.084
88 H 0.5005 -1.4280 5.1019  C79 1.090
89 C 6.9451 -0.8814 -1.3565  C90 1.527, O95 1.435, H96 1.085, H97 1.092
90 C 5.5903 -1.2106 -0.7338  C89 1.527, O91 1.430, H98 1.084, H99 1.094
91 O 4.7414 -1.4923 -1.8500  C90 1.430, S92 1.596
92 S 5.5980 -2.3036 -2.9254  O91 1.596, O93 1.408, O94 1.401, O95 1.586
93 O 5.1834 -2.0093 -4.2384  S92 1.408
94 O 5.6325 -3.6414 -2.5114  S92 1.401
95 O 6.9675 -1.5644 -2.6183  C89 1.435, S92 1.586
96 H 7.8088 -1.1540 -0.7588  C89 1.085
97 H 6.9964 0.1847 -1.5895  C89 1.092
98 H 5.1903 -0.4447 -0.0799  C90 1.084
99 H 5.6577 -2.1397 -0.1594  C90 1.094

## Properties
Energy above the lowest of the compared OMol25 structures with the same formula, charge and spin: 0.0 kcal/mol
Net charge: 0
SMILES: O=S1(=O)OCCO1.O=S1(=O)OCCO1.O=S1(=O)OCCO1.O=S1(=O)OCCO1.O=S1(=O)OCCO1.CCN(CC)CC.CCN(CC)CC
E_HOMO: -0.312 hartree

These are the Mulliken partial charges, in e, on atoms 1 to 6: number 1, C, carries -1.538; number 2, C, carries 0.228; number 3, N, carries 0.097; number 4, C, carries -0.910; number 5, C, carries -0.620; number 6, C, carries 0.129